{
  "formula": "C10H24N4Rh",
  "method": "ωB97M-V/def2-TZVPD",
  "fmax_ha_per_bohr": 0.0215,
  "homo_ev": -22.069,
  "e_lumo_ev": -13.967,
  "total_charge": 3,
  "mol_weight_da": 303.24,
  "species": ["Rh", "C", "C", "N", "C", "C", "N", "C", "C", "C", "N", "C", "C", "N", "C", "H", "H", "H", "H", "H", "H", "H", "H", "H", "H", "H", "H", "H", "H", "H", "H", "H", "H", "H", "H", "H", "H", "H", "H"],
  "xyz": [[0.0941, -0.0967, 0.0933], [1.3392, 1.5003, 2.1331], [0.6779, 0.3636, 2.9064], [0.1162, -0.7352, 2.0046], [-1.2849, -1.1231, 2.4535], [-2.3016, -0.4670, 1.5461], [-1.8963, -0.8052, 0.1596], [-2.1677, -2.2602, -0.1558], [-0.9015, -3.0544, -0.4427], [-0.1802, -2.4804, -1.6445], [0.7831, -1.3903, -1.2726], [2.1155, -1.8169, -0.7432], [2.9469, -0.5553, -0.5941], [2.1076, 0.5142, 0.0394], [2.5605, 1.0088, 1.3726], [1.5836, 2.3102, 2.8225], [0.6082, 1.9717, 1.4452], [-0.1516, 0.7565, 3.4886], [1.3796, -0.1059, 3.5954], [0.7216, -1.5534, 2.0193], [-1.4254, -0.7808, 3.4759], [-1.3578, -2.2093, 2.4593], [-2.3309, 0.6195, 1.6669], [-3.3033, -0.8372, 1.7708], [-2.3926, -0.2166, -0.5076], [-2.8607, -2.2984, -0.9945], [-2.6836, -2.7043, 0.6944], [-1.1694, -4.0958, -0.6251], [-0.2474, -3.0783, 0.4344], [-0.8911, -2.0310, -2.3392], [0.3678, -3.2368, -2.2119], [0.9448, -0.8356, -2.1228], [2.6018, -2.5185, -1.4258], [1.9513, -2.3417, 0.1965], [3.2973, -0.1873, -1.5588], [3.8308, -0.7663, 0.0060], [2.0308, 1.3188, -0.5841], [3.3254, 1.7774, 1.2667], [3.0282, 0.1657, 1.8824]]
}


{
  "formula": "C4H5NO3",
  "method": "ωB97M-V/def2-TZVPD",
  "fmax_ha_per_bohr": 0.1058,
  "homo_ev": -10.734,
  "e_lumo_ev": 0.648,
  "smiles": "N#CC1OCOCO1",
  "de_lowest_kj_mol": 351.4,
  "total_charge": 0,
  "mol_weight_da": 115.09,
  "species": ["N", "C", "C", "O", "C", "O", "C", "O", "H", "H", "H", "H", "H"],
  "xyz": [[-1.2825, -0.9681, 2.0753], [-0.4989, -0.4757, 1.3304], [0.7797, 0.0103, 0.7270], [0.6316, 1.3603, 0.3768], [0.1647, 1.3801, -0.9603], [-0.8067, 0.2926, -1.2641], [-0.2990, -0.9659, -1.1868], [1.0016, -0.8539, -0.3746], [1.6817, -0.0617, 1.4188], [1.1698, 1.3728, -1.5420], [-0.2419, 2.4527, -1.1412], [-0.0148, -1.6259, -2.1192], [-1.1074, -1.4465, -0.5093]]
}


{
  "formula": "C36H42ClF2NO2S",
  "method": "ωB97M-V/def2-TZVPD",
  "fmax_ha_per_bohr": 0.0061,
  "homo_ev": -9.186,
  "e_lumo_ev": 0.449,
  "smiles": "CC[C@@H](Cl)N(C[C@H](C)F)S(=O)(=O)F.c1ccccc1.c1ccccc1.c1ccccc1.c1ccccc1.c1ccccc1",
  "total_charge": 0,
  "mol_weight_da": 626.25,
  "species": ["C", "C", "C", "Cl", "N", "C", "C", "C", "F", "S", "O", "O", "F", "H", "H", "H", "H", "H", "H", "H", "H", "H", "H", "H", "H", "C", "C", "C", "C", "C", "C", "H", "H", "H", "H", "H", "H", "C", "C", "C", "C", "C", "C", "H", "H", "H", "H", "H", "H", "C", "C", "C", "C", "C", "C", "H", "H", "H", "H", "H", "H", "C", "C", "C", "C", "C", "C", "H", "H", "H", "H", "H", "H", "C", "C", "C", "C", "C", "C", "H", "H", "H", "H", "H", "H"],
  "xyz": [[0.1490, -3.6815, 1.5862], [1.2097, -2.5832, 1.4915], [2.2932, -2.6747, 0.4107], [2.9341, -4.3452, 0.2293], [1.9375, -2.1482, -0.9160], [0.6124, -2.4608, -1.4767], [0.4502, -3.9196, -1.8822], [1.4402, -4.3841, -2.9276], [-0.8473, -3.9690, -2.4298], [2.4712, -0.6385, -1.2091], [3.7693, -0.4768, -0.6698], [2.1073, -0.2490, -2.5199], [1.5222, 0.2053, -0.2539], [-0.2107, -3.7550, 2.6122], [0.5509, -4.6578, 1.3193], [-0.7194, -3.4784, 0.9615], [0.7207, -1.6139, 1.3519], [1.7446, -2.5140, 2.4395], [3.1581, -2.1059, 0.7325], [-0.1770, -2.1719, -0.7792], [0.4874, -1.8773, -2.3870], [0.4196, -4.5796, -1.0183], [1.5958, -5.4592, -2.8506], [2.4042, -3.8913, -2.8115], [1.0270, -4.1596, -3.9111], [0.3868, 3.4204, 2.8318], [0.1748, 4.7915, 2.8748], [0.1819, 5.5300, 1.6996], [0.4108, 4.9008, 0.4831], [0.6308, 3.5302, 0.4408], [0.6147, 2.7906, 1.6156], [0.3692, 2.8421, 3.7472], [-0.0002, 5.2843, 3.8225], [0.0073, 6.5984, 1.7325], [0.4148, 5.4773, -0.4334], [0.8102, 3.0380, -0.5067], [0.7772, 1.7215, 1.5809], [1.7036, -6.9729, -7.4751], [0.8453, -6.2697, -6.6411], [0.5253, -4.9498, -6.9283], [1.0649, -4.3321, -8.0481], [1.9239, -5.0351, -8.8815], [2.2429, -6.3554, -8.5953], [1.9521, -8.0026, -7.2524], [0.4259, -6.7502, -5.7661], [-0.1465, -4.4017, -6.2792], [0.8153, -3.3028, -8.2715], [2.3456, -4.5534, -9.7543], [2.9127, -6.9034, -9.2454], [-4.0367, 2.7754, 1.9102], [-3.1083, 3.6839, 1.4213], [-3.3638, 5.0455, 1.5040], [-4.5444, 5.4992, 2.0756], [-5.4741, 4.5896, 2.5618], [-5.2202, 3.2274, 2.4788], [-3.8363, 1.7126, 1.8511], [-2.1804, 3.3368, 0.9837], [-2.6354, 5.7516, 1.1280], [-4.7399, 6.5618, 2.1448], [-6.3959, 4.9422, 3.0067], [-5.9442, 2.5180, 2.8592], [3.4317, 6.5308, 3.5553], [3.3558, 5.4150, 4.3776], [3.9293, 5.4439, 5.6414], [4.5784, 6.5888, 6.0837], [4.6552, 7.7041, 5.2609], [4.0822, 7.6747, 3.9966], [2.9808, 6.5042, 2.5711], [2.8495, 4.5242, 4.0289], [3.8701, 4.5737, 6.2829], [5.0245, 6.6120, 7.0698], [5.1625, 8.5964, 5.6049], [4.1436, 8.5444, 3.3547], [-4.1327, -4.6181, 0.6821], [-3.2570, -4.0498, -0.2332], [-3.2167, -2.6699, -0.3847], [-4.0340, -1.8582, 0.3903], [-4.8992, -2.4276, 1.3148], [-4.9506, -3.8076, 1.4580], [-4.1736, -5.6940, 0.7951], [-2.6285, -4.6757, -0.8528], [-2.5569, -2.2314, -1.1227], [-4.0038, -0.7827, 0.2672], [-5.5401, -1.7965, 1.9171], [-5.6308, -4.2517, 2.1735]]
}


{
  "formula": "C5H6O2",
  "method": "ωB97M-V/def2-TZVPD",
  "fmax_ha_per_bohr": 0.0119,
  "homo_ev": -8.506,
  "e_lumo_ev": 0.597,
  "de_lowest_kj_mol": 289.6,
  "total_charge": 0,
  "mol_weight_da": 98.10,
  "species": ["O", "C", "C", "O", "C", "C", "C", "H", "H", "H", "H", "H", "H"],
  "xyz": [[1.3424, -1.1135, -1.6492], [0.6213, -0.5164, -0.8793], [-0.6194, 0.1757, -1.3934], [-1.0877, 1.2979, -0.5960], [-0.9708, 1.4282, 0.6992], [-0.2310, 0.2912, 1.3713], [0.8718, -0.4428, 0.6043], [-1.4379, -0.5501, -1.4478], [-0.4394, 0.5682, -2.3943], [1.8391, 0.0462, 0.7394], [-1.0462, -0.3925, 1.6603], [0.1505, 0.6737, 2.3194], [1.0074, -1.4660, 0.9660]]
}


{
  "formula": "C8H17N",
  "method": "ωB97M-V/def2-TZVPD",
  "fmax_ha_per_bohr": 0.0332,
  "homo_ev": -8.549,
  "e_lumo_ev": 1.000,
  "smiles": "C=C(C)[C@@](C)(CC)NC",
  "de_lowest_kj_mol": 44.4,
  "total_charge": 0,
  "mol_weight_da": 127.23,
  "species": ["C", "C", "C", "C", "C", "C", "C", "N", "C", "H", "H", "H", "H", "H", "H", "H", "H", "H", "H", "H", "H", "H", "H", "H", "H", "H"],
  "xyz": [[-1.5863, -0.9068, -1.0644], [-0.6536, 0.0351, -0.9501], [-0.7373, 1.2780, -1.7979], [0.6411, -0.1558, -0.1449], [1.8463, -0.0114, -1.0935], [0.6882, 0.9454, 0.9240], [-0.7551, 1.3171, 1.4701], [0.8100, -1.4762, 0.4595], [0.0662, -1.8584, 1.6418], [-2.4940, -0.7408, -1.6215], [-1.4992, -1.8844, -0.6208], [-1.7766, 1.5195, -2.0071], [-0.2755, 2.1354, -1.3132], [-0.2293, 1.1154, -2.7515], [2.7600, -0.1926, -0.5312], [1.8977, 0.9793, -1.5329], [1.7781, -0.7453, -1.8965], [1.1223, 1.8523, 0.5035], [1.3163, 0.6066, 1.7470], [-0.6074, 2.0084, 2.2984], [-1.4078, 1.8414, 0.7763], [-1.2569, 0.4392, 1.8641], [0.6898, -2.1747, -0.2652], [0.3520, -1.2289, 2.4812], [-1.0271, -1.8135, 1.5393], [0.3381, -2.8842, 1.8854]]
}


{
  "formula": "C18H9IrN3O5S",
  "method": "ωB97M-V/def2-TZVPD",
  "fmax_ha_per_bohr": 0.0114,
  "homo_ev": [-3.873, -5.457],
  "s2": 6.054,
  "e_lumo_ev": [2.103, -0.292],
  "spin_multiplicity": 5,
  "de_lowest_kj_mol": 1.8,
  "total_charge": -1,
  "mol_weight_da": 571.57,
  "species": ["Ir", "O", "C", "C", "O", "C", "C", "O", "C", "O", "O", "C", "C", "C", "C", "C", "C", "N", "N", "C", "C", "C", "C", "C", "C", "H", "H", "H", "H", "H", "H", "H", "H", "H", "S", "C", "N"],
  "xyz": [[0.6718, -0.4615, -0.2974], [5.0016, 3.9198, -0.6237], [4.2303, 2.9983, -0.5783], [2.5439, 3.2190, -0.5328], [2.0813, 4.3110, -0.5298], [2.0390, 1.8915, -0.4741], [3.0392, 0.9452, -0.4924], [2.7643, -0.2940, -0.4412], [4.4206, 1.5324, -0.5611], [5.4952, 0.9540, -0.5809], [0.7598, 1.5031, -0.4024], [-3.8573, -0.3762, -3.4631], [-2.4773, -0.4218, -3.6146], [-1.6496, -0.4408, -2.5066], [-2.1848, -0.4124, -1.2127], [-3.5769, -0.3695, -1.0602], [-4.3911, -0.3517, -2.1789], [-1.3249, -0.4259, -0.1259], [-1.8641, -0.4174, 1.0913], [-0.8765, -0.4183, 2.0367], [-1.1683, -0.4060, 3.4069], [-0.1383, -0.4032, 4.3330], [1.1960, -0.4194, 3.9325], [1.5100, -0.4377, 2.5738], [0.4814, -0.4343, 1.6567], [-4.5047, -0.3632, -4.3302], [-2.0387, -0.4466, -4.6045], [-0.5745, -0.4819, -2.6493], [-3.9879, -0.3506, -0.0622], [-5.4660, -0.3186, -2.0451], [-2.2061, -0.3975, 3.7156], [-0.3765, -0.3906, 5.3899], [1.9901, -0.4210, 4.6676], [2.5412, -0.4624, 2.2448], [0.6408, -5.1772, -0.6648], [0.6343, -3.5724, -0.5485], [0.6230, -2.4023, -0.4680]]
}


{
  "formula": "C51H68N10O4PY",
  "method": "ωB97M-V/def2-TZVPD",
  "fmax_ha_per_bohr": 0.0582,
  "homo_ev": -12.876,
  "e_lumo_ev": -5.898,
  "total_charge": 2,
  "mol_weight_da": 1005.05,
  "species": ["Y", "C", "C", "C", "C", "C", "C", "C", "C", "C", "C", "C", "C", "C", "C", "C", "C", "C", "H", "H", "H", "H", "H", "H", "H", "H", "H", "H", "H", "H", "H", "H", "H", "H", "H", "H", "H", "H", "H", "H", "H", "H", "H", "H", "H", "H", "H", "C", "C", "N", "C", "C", "N", "C", "C", "C", "C", "C", "N", "C", "C", "N", "C", "C", "N", "C", "C", "C", "N", "C", "C", "H", "H", "H", "H", "H", "H", "H", "H", "H", "H", "H", "H", "C", "C", "N", "C", "C", "C", "O", "C", "C", "C", "C", "N", "C", "H", "H", "H", "H", "H", "H", "H", "H", "H", "H", "H", "H", "H", "H", "C", "O", "P", "O", "C", "O", "C", "H", "H", "H", "H", "H", "H", "H", "H", "H", "N", "C", "C", "N", "C", "H", "H", "H", "H"],
  "xyz": [[0.1197, 0.9576, 0.1700], [-0.2236, 3.4785, 0.8396], [0.6504, 3.7293, -0.2786], [-0.0304, 3.3478, -1.5058], [-1.3173, 2.8834, -1.0507], [-1.4523, 2.9273, 0.3338], [-2.7679, 2.8564, 1.0506], [-3.7420, 3.9782, 0.4577], [-2.6872, 3.2119, 2.5433], [-3.4663, 1.4784, 0.8447], [0.3101, 3.5327, -3.0002], [-0.3617, 4.8875, -3.5477], [-0.3676, 2.3719, -3.7705], [1.7783, 3.5206, -3.3672], [1.9008, 4.5619, 0.0664], [1.8913, 4.8020, 1.5248], [1.8312, 5.9096, -0.7331], [3.2465, 3.8868, -0.2192], [0.0076, 3.6703, 1.8457], [-2.2679, 2.5844, -1.5932], [-3.3351, 4.9692, 0.6682], [-4.7339, 3.8130, 0.8287], [-3.7911, 3.8215, -0.5832], [-2.2785, 4.2448, 2.6302], [-2.0321, 2.5900, 3.1702], [-3.6688, 3.0393, 2.9932], [-3.6209, 1.3172, -0.2477], [-4.5097, 1.3896, 1.2163], [-2.9379, 0.6532, 1.3158], [-1.4028, 4.8740, -3.2515], [-0.2740, 4.9883, -4.6313], [0.0245, 5.8001, -3.0471], [-1.4005, 2.2983, -3.4598], [0.2686, 1.5153, -3.7021], [-0.4929, 2.6117, -4.8126], [2.4312, 4.1055, -2.6793], [1.7867, 3.7095, -4.4471], [2.1532, 2.4794, -3.3081], [1.0297, 5.3296, 1.9796], [2.7528, 5.4275, 1.7921], [2.0517, 3.8841, 2.0728], [0.8565, 6.4645, -0.6011], [2.0104, 5.6978, -1.7695], [2.6770, 6.5723, -0.4885], [3.4268, 3.4235, -1.1271], [3.4858, 3.1470, 0.5831], [4.0169, 4.6311, -0.0163], [0.7024, 1.0510, 5.3010], [-0.9333, 0.4225, 3.4582], [0.9098, 1.1114, 2.7741], [2.2810, 0.7746, 2.8989], [2.7777, 0.5152, 4.0868], [2.0937, 0.5403, 5.2980], [3.0996, 0.7091, 1.6538], [4.4469, 0.9990, 1.7661], [5.2437, 0.8365, 0.6445], [4.6281, 0.3931, -0.5694], [3.2684, 0.2634, -0.5811], [2.4961, 0.4136, 0.5107], [2.5932, -0.3040, -1.7705], [3.2683, -0.7924, -2.8846], [2.7114, -1.4504, -3.9239], [1.4080, -1.3310, -3.9683], [0.7037, -0.5833, -2.9818], [1.2408, -0.2447, -1.8132], [6.7106, 0.9524, 0.7454], [7.4984, 1.3118, -0.3453], [8.8518, 1.2491, -0.2879], [9.5175, 0.9354, 0.8664], [8.8271, 0.6612, 1.9385], [7.4106, 0.6906, 1.9169], [0.4542, 1.7385, 6.0807], [-2.0200, 0.5077, 3.3727], [3.8300, 0.1557, 4.1496], [4.8444, 1.3177, 2.7014], [5.3049, 0.1559, -1.4064], [4.3624, -0.9139, -2.9638], [0.7837, -1.7647, -4.7332], [-0.3359, -0.5311, -3.1113], [6.9947, 1.6028, -1.2624], [9.4469, 1.7011, -1.0895], [9.4201, 0.5199, 2.8889], [6.9049, 0.4209, 2.8717], [-7.3359, -3.9662, -0.7048], [-6.3826, -4.8496, 0.1411], [-5.1518, -4.2262, 0.6737], [-4.9796, -4.2019, 2.1413], [-5.8696, -3.1095, 2.9016], [-4.2878, -3.7355, -0.2452], [-4.5077, -3.7822, -1.4746], [-2.9671, -3.1370, 0.2792], [-1.9797, -3.9799, 0.8894], [-0.6746, -3.5265, 0.9913], [-0.4097, -2.2440, 0.4585], [-1.3076, -1.3883, -0.0018], [-2.5717, -1.8632, -0.1496], [-8.3040, -4.4877, -0.8057], [-6.9300, -3.7523, -1.6793], [-7.5375, -2.9906, -0.1982], [-6.0933, -5.6788, -0.5225], [-6.9417, -5.2644, 0.9349], [-3.9708, -4.1148, 2.5224], [-5.3705, -5.1428, 2.4865], [-5.7206, -2.0629, 2.6089], [-5.6893, -3.1074, 3.9967], [-6.9291, -3.3474, 2.7370], [-2.2845, -4.9526, 1.2110], [0.1486, -4.1202, 1.3744], [0.6082, -1.8611, 0.4517], [-3.2701, -1.1666, -0.5548], [1.5262, -5.6674, -2.8270], [0.2350, -5.5302, -3.3770], [-0.6121, -4.2944, -2.6180], [-1.9103, -5.0346, -2.0315], [-2.3247, -6.3721, -2.2746], [-1.1974, -3.5614, -3.9240], [-2.0181, -4.4160, -4.7881], [1.8318, -6.7048, -2.9498], [1.6041, -5.4039, -1.8212], [2.1830, -5.0218, -3.4028], [-2.0811, -6.7099, -3.2762], [-3.4469, -6.3428, -2.3567], [-1.9652, -7.0266, -1.4101], [-1.3805, -5.1820, -5.2462], [-2.5002, -3.7817, -5.5733], [-2.8267, -4.8255, -4.1908], [0.5037, -1.2867, 4.5724], [0.9539, -0.3932, 5.5222], [0.0939, 1.3761, 3.9891], [0.0452, 0.0201, 2.3318], [-0.3474, -0.9192, 3.5021], [1.1085, -2.1087, 4.4007], [1.0003, -0.8551, 6.5167], [-0.2406, 2.4339, 3.9685], [-0.8161, -1.7417, 2.8808]]
}


{
  "formula": "C5H5NO",
  "method": "ωB97M-V/def2-TZVPD",
  "fmax_ha_per_bohr": 0.0141,
  "homo_ev": -8.514,
  "e_lumo_ev": 0.120,
  "smiles": "N=C=CCC=C=O",
  "de_lowest_kj_mol": 423.0,
  "total_charge": 0,
  "mol_weight_da": 95.10,
  "species": ["N", "C", "C", "C", "C", "C", "O", "H", "H", "H", "H", "H"],
  "xyz": [[0.2017, -1.7980, -1.2327], [0.5336, -0.6591, -1.4643], [0.5400, 0.6204, -1.0298], [0.8845, 0.8033, 0.4215], [-0.5371, 0.4450, 0.7121], [-1.0340, -0.8535, 0.8792], [-1.6101, -1.5727, 1.6403], [-0.6488, -1.5730, -0.3759], [0.1895, 1.4523, -1.6280], [1.6198, 0.0930, 0.7995], [1.1473, 1.8224, 0.7043], [-1.2863, 1.2200, 0.5739]]
}